A:
This record from the Open Molecules 2025 dataset describes a 7-piece molecular cluster, C9H29INO6 overall. The level of theory is ωB97M-V/def2-TZVPD.

Values from the calculation:
Charge: -1
Orbital gap in eV: 8.40

Last column: Löwdin charge in e.
Cartesian coordinates (Å):
I (0.467, 1.248, 2.774)  0.383
O (0.351, 4.074, 5.050)  -0.124
H (0.410, 3.313, 4.437)  -0.124
H (0.620, 4.830, 4.520)  0.015
O (1.323, -2.048, 3.797)  -0.126
H (2.082, -2.500, 3.413)  0.017
H (1.283, -1.200, 3.312)  -0.134
O (-2.532, 1.009, 4.790)  -0.119
H (-1.775, 1.102, 4.181)  -0.116
H (-2.649, 1.894, 5.150)  0.021
O (2.630, -0.972, 0.947)  -0.122
H (2.530, -0.281, 1.622)  -0.068
H (1.856, -0.839, 0.378)  -0.019
O (-1.802, 4.001, 2.342)  -0.119
H (-1.103, 3.315, 2.357)  -0.117
H (-1.325, 4.832, 2.257)  0.016
C (1.344, 1.499, -1.645)  -0.038
C (0.506, 0.285, -2.146)  -0.514
C (1.567, -0.695, -2.678)  -0.128
C (0.961, -2.083, -2.880)  -0.183
C (0.274, -2.584, -1.621)  -0.135
C (-0.763, -1.587, -1.041)  -0.509
N (-0.194, -0.240, -0.983)  -0.121
O (-1.051, 0.680, -0.384)  -0.060
C (-2.054, -1.692, -1.878)  -0.035
C (-1.078, -2.014, 0.382)  -0.043
C (-0.418, 0.849, -3.224)  -0.038
H (1.997, 1.147, -0.843)  0.071
H (0.732, 2.272, -1.175)  0.079
H (1.894, 1.951, -2.470)  0.082
H (1.908, -0.311, -3.638)  0.118
H (2.362, -0.772, -1.937)  0.112
H (1.771, -2.805, -3.042)  0.108
H (0.321, -2.068, -3.765)  0.104
H (0.996, -2.756, -0.814)  0.114
H (-0.180, -3.565, -1.771)  0.121
H (-1.863, -1.763, -2.948)  0.061
H (-2.723, -2.480, -1.529)  0.076
H (-2.653, -0.790, -1.693)  0.085
H (-1.698, -1.327, 0.970)  0.086
H (-1.544, -2.994, 0.489)  0.085
H (-0.175, -1.973, 1.006)  0.072
H (0.122, 1.354, -4.029)  0.079
H (-1.064, 1.620, -2.795)  0.084
H (-1.114, 0.122, -3.653)  0.064
H (-0.550, 0.945, 0.409)  -0.062



B:
This record from the Open Molecules 2025 dataset describes C9H29INO6 as an isolated structure. The level of theory is ωB97M-V/def2-TZVPD.

Values from the calculation:
Charge: -1
Orbital gap in eV: 7.78

Last column: Löwdin charge in e.
Cartesian coordinates (Å):
I (-4.421, 8.476, -24.060)  1.281
O (-3.017, 10.658, -25.811)  -0.117
H (-3.606, 10.116, -25.285)  -0.181
H (-2.494, 10.030, -26.309)  0.011
O (-5.288, 6.441, -26.004)  -0.134
H (-4.806, 7.230, -25.756)  -0.110
H (-4.650, 5.909, -26.478)  0.016
O (-4.209, 10.815, -22.374)  -0.169
H (-3.412, 11.283, -22.624)  0.013
H (-4.162, 9.988, -22.853)  -0.281
O (-5.898, 10.630, -25.709)  -0.129
H (-5.312, 10.020, -25.263)  -0.190
H (-6.752, 10.197, -25.695)  0.018
O (-6.931, 7.392, -25.024)  -0.185
H (-6.673, 7.847, -24.223)  -0.109
H (-6.130, 6.963, -25.325)  -0.231
C (0.458, 6.922, -22.879)  -0.048
C (-0.526, 7.675, -23.736)  -0.483
C (0.252, 8.253, -24.920)  -0.160
C (0.554, 7.218, -25.974)  -0.200
C (-0.725, 6.498, -26.528)  -0.080
C (-1.598, 5.834, -25.315)  -0.393
N (-1.731, 6.851, -24.208)  -0.136
O (-2.588, 6.486, -23.155)  -0.139
C (-3.004, 5.550, -25.956)  -0.079
C (-1.034, 4.476, -24.767)  -0.028
C (-0.978, 8.963, -22.978)  -0.064
H (1.215, 6.430, -23.488)  0.072
H (-0.142, 6.440, -22.107)  0.090
H (0.953, 7.667, -22.256)  0.075
H (-0.361, 9.064, -25.314)  0.114
H (1.232, 8.566, -24.562)  0.122
H (1.332, 6.547, -25.610)  0.089
H (1.232, 7.510, -26.776)  0.099
H (-0.461, 5.745, -27.271)  0.103
H (-1.316, 7.199, -27.117)  0.103
H (-3.440, 6.437, -26.415)  0.059
H (-3.066, 5.022, -26.907)  0.094
H (-3.688, 4.971, -25.336)  0.106
H (0.022, 4.632, -24.547)  0.063
H (-1.518, 4.220, -23.825)  0.074
H (-1.335, 3.645, -25.405)  0.072
H (-1.512, 8.722, -22.060)  0.079
H (-1.794, 9.512, -23.449)  0.021
H (-0.185, 9.636, -22.652)  0.085
H (-3.312, 7.107, -23.261)  -0.214



Energy relative to the most stable one, in hartree: A 0.0000; B 0.2518



A:
This record from the Open Molecules 2025 dataset describes C32H30BFeN13 as an isolated structure. The level of theory is ωB97M-V/def2-TZVPD.

Values from the calculation:
Charge: +1
Spin multiplicity: 6
Orbital gap (spin up / spin down) in eV: 8.69 / 6.16

Last column: Löwdin charge in e.
Cartesian coordinates (Å):
Fe (-0.167, 0.511, -0.375)  0.776
C (-0.394, 0.312, 3.951)  -0.040
C (-0.393, -0.352, 2.723)  -0.149
N (0.187, 0.391, 1.786)  -0.003
N (0.579, 1.534, 2.394)  0.028
C (0.235, 1.513, 3.692)  -0.052
B (1.258, 2.606, 1.517)  -0.641
N (2.265, 1.887, 0.561)  0.030
C (3.602, 2.019, 0.554)  -0.038
C (4.119, 1.196, -0.424)  -0.030
C (3.002, 0.576, -0.982)  -0.112
N (1.891, 0.989, -0.380)  -0.018
N (0.166, 3.318, 0.652)  0.025
C (-0.317, 4.570, 0.734)  -0.063
C (-1.215, 4.762, -0.296)  -0.038
C (-1.223, 3.542, -0.973)  -0.147
N (-0.407, 2.672, -0.388)  -0.018
N (2.022, 3.640, 2.315)  -0.030
C (2.579, 4.787, 1.837)  -0.110
C (3.434, 5.271, 2.789)  -0.055
C (3.362, 4.323, 3.830)  -0.144
N (2.521, 3.349, 3.543)  0.076
H (-0.769, -0.038, 4.896)  0.098
H (-0.782, -1.328, 2.474)  0.104
H (0.503, 2.323, 4.346)  0.112
H (4.099, 2.682, 1.242)  0.126
H (5.153, 1.068, -0.693)  0.100
H (2.951, -0.151, -1.774)  0.096
H (0.007, 5.241, 1.511)  0.126
H (-1.772, 5.653, -0.523)  0.103
H (-1.813, 3.251, -1.826)  0.099
H (2.344, 5.160, 0.853)  0.126
H (4.026, 6.168, 2.745)  0.096
H (3.879, 4.321, 4.776)  0.105
C (-5.221, -4.902, 0.126)  -0.029
C (-4.003, -4.040, -0.004)  -0.235
C (-2.832, -4.532, -0.601)  -0.017
C (-1.749, -3.721, -0.773)  0.025
C (-1.734, -2.360, -0.333)  -0.187
N (-0.681, -1.566, -0.539)  0.077
C (0.500, -2.136, -1.077)  -0.251
C (1.302, -2.968, -0.305)  -0.001
C (2.481, -3.485, -0.813)  -0.012
C (2.896, -3.186, -2.110)  -0.256
C (4.189, -3.725, -2.654)  -0.034
C (2.108, -2.328, -2.869)  0.011
C (0.935, -1.794, -2.359)  -0.146
N (0.172, -0.887, -3.146)  -0.065
C (0.027, -0.881, -4.489)  -0.036
C (-0.695, 0.238, -4.818)  -0.028
C (-0.941, 0.873, -3.593)  -0.102
N (-0.427, 0.186, -2.582)  0.036
C (-2.932, -1.873, 0.288)  -0.081
C (-4.024, -2.714, 0.414)  0.029
N (-3.051, -0.571, 0.820)  -0.064
C (-3.910, -0.212, 1.815)  -0.041
C (-3.779, 1.129, 2.014)  -0.015
C (-2.796, 1.527, 1.094)  -0.108
N (-2.349, 0.503, 0.383)  0.045
H (-4.947, -5.945, 0.283)  0.088
H (-5.856, -4.578, 0.948)  0.085
H (-5.814, -4.854, -0.791)  0.099
H (-2.800, -5.556, -0.951)  0.125
H (-0.870, -4.101, -1.273)  0.120
H (0.985, -3.206, 0.703)  0.130
H (3.091, -4.131, -0.194)  0.123
H (4.456, -4.664, -2.173)  0.084
H (4.127, -3.894, -3.729)  0.084
H (5.003, -3.019, -2.476)  0.091
H (2.429, -2.040, -3.863)  0.129
H (0.425, -1.677, -5.094)  0.132
H (-1.008, 0.551, -5.797)  0.106
H (-1.487, 1.781, -3.409)  0.097
H (-4.946, -2.329, 0.824)  0.119
H (-4.521, -0.931, 2.328)  0.127
H (-4.296, 1.740, 2.732)  0.110
H (-2.387, 2.512, 0.956)  0.095



B:
This record from the Open Molecules 2025 dataset describes C32H30BFeN13 as an isolated structure. The level of theory is ωB97M-V/def2-TZVPD.

Values from the calculation:
Charge: +1
Spin multiplicity: 6
Orbital gap (spin up / spin down) in eV: 8.04 / 6.22

Last column: Löwdin charge in e.
Cartesian coordinates (Å):
Fe (-0.079, 0.254, -0.705)  0.756
C (-0.709, 0.017, 3.477)  -0.028
C (-0.425, -0.719, 2.332)  -0.137
N (0.242, 0.023, 1.452)  0.015
N (0.422, 1.221, 2.023)  0.020
C (-0.152, 1.256, 3.233)  -0.054
B (1.280, 2.285, 1.350)  -0.679
N (2.341, 1.604, 0.457)  0.033
C (3.667, 1.800, 0.503)  -0.034
C (4.223, 1.264, -0.638)  -0.026
C (3.139, 0.747, -1.336)  -0.119
N (2.013, 0.938, -0.659)  0.009
N (0.385, 3.087, 0.388)  0.030
C (-0.030, 4.363, 0.423)  -0.052
C (-0.765, 4.606, -0.720)  -0.039
C (-0.750, 3.392, -1.405)  -0.145
N (-0.069, 2.482, -0.719)  -0.010
N (1.977, 3.134, 2.379)  -0.020
C (2.672, 4.284, 2.191)  -0.105
C (3.380, 4.547, 3.337)  -0.054
C (3.063, 3.481, 4.191)  -0.137
N (2.235, 2.650, 3.601)  0.069
H (-1.240, -0.303, 4.349)  0.098
H (-0.656, -1.744, 2.125)  0.101
H (-0.127, 2.136, 3.840)  0.119
H (4.141, 2.292, 1.328)  0.125
H (5.251, 1.255, -0.929)  0.098
H (3.146, 0.287, -2.299)  0.092
H (0.194, 5.004, 1.251)  0.124
H (-1.240, 5.519, -1.008)  0.099
H (-1.200, 3.137, -2.341)  0.097
H (2.620, 4.825, 1.268)  0.121
H (4.034, 5.372, 3.535)  0.094
H (3.402, 3.295, 5.191)  0.104
C (-5.003, -4.949, 1.258)  -0.031
C (-3.882, -4.082, 0.794)  -0.244
C (-2.737, -4.642, 0.219)  -0.018
C (-1.739, -3.840, -0.264)  0.021
C (-1.819, -2.429, -0.167)  -0.203
N (-0.907, -1.623, -0.696)  0.065
C (0.353, -1.898, -1.060)  -0.277
C (1.188, -2.799, -0.355)  0.011
C (2.425, -3.148, -0.832)  -0.003
C (2.895, -2.640, -2.045)  -0.250
C (4.236, -3.028, -2.566)  -0.026
C (2.105, -1.727, -2.732)  -0.007
C (0.870, -1.294, -2.247)  -0.160
N (0.086, -0.427, -3.025)  -0.071
C (0.247, -0.153, -4.349)  -0.015
C (-0.816, 0.618, -4.745)  -0.015
C (-1.603, 0.761, -3.595)  -0.102
N (-1.048, 0.133, -2.577)  0.022
C (-2.969, -1.853, 0.440)  -0.085
C (-3.976, -2.699, 0.889)  0.039
N (-3.082, -0.466, 0.584)  -0.041
C (-4.109, 0.150, 1.223)  -0.029
C (-3.894, 1.500, 1.161)  -0.011
C (-2.693, 1.629, 0.459)  -0.097
N (-2.203, 0.448, 0.115)  0.052
H (-4.637, -5.923, 1.574)  0.087
H (-5.555, -4.487, 2.073)  0.086
H (-5.702, -5.115, 0.438)  0.098
H (-2.649, -5.715, 0.146)  0.123
H (-0.878, -4.269, -0.753)  0.119
H (0.826, -3.214, 0.571)  0.122
H (3.033, -3.850, -0.286)  0.124
H (4.548, -3.988, -2.166)  0.087
H (4.241, -3.073, -3.651)  0.088
H (4.971, -2.283, -2.263)  0.093
H (2.487, -1.336, -3.663)  0.116
H (1.074, -0.504, -4.928)  0.123
H (-1.011, 1.005, -5.722)  0.107
H (-2.536, 1.271, -3.467)  0.120
H (-4.877, -2.297, 1.319)  0.110
H (-4.919, -0.377, 1.682)  0.118
H (-4.507, 2.282, 1.557)  0.106
H (-2.213, 2.545, 0.188)  0.084



Energy relative to the most stable one, in hartree: A 0.0000; B 0.0756



A:
This record from the Open Molecules 2025 dataset describes one molecule with the formula C27H34N4O2. The level of theory is ωB97M-V/def2-TZVPD.

Values from the calculation:
Orbital gap in eV: 8.91

Last column: Löwdin charge in e.
Cartesian coordinates (Å):
C (-7.239, -0.338, -1.427)  -0.047
C (-5.970, -0.244, -0.635)  -0.234
C (-5.391, -1.385, -0.100)  0.001
C (-4.220, -1.348, 0.642)  -0.217
C (-3.643, -2.606, 1.212)  -0.036
C (-3.602, -0.114, 0.850)  -0.188
C (-2.330, -0.010, 1.648)  -0.150
N (-1.240, -0.750, 1.031)  -0.176
C (-0.071, -0.803, 1.880)  -0.188
C (0.970, -1.744, 1.284)  -0.103
C (1.356, -1.285, -0.126)  -0.269
N (2.285, -2.218, -0.720)  -0.070
N (1.849, -3.265, -1.428)  0.076
C (2.918, -3.964, -1.748)  -0.146
C (4.084, -3.383, -1.237)  -0.003
C (3.634, -2.261, -0.569)  -0.223
N (4.315, -1.287, 0.145)  0.175
C (5.666, -1.201, 0.281)  -0.467
O (6.455, -2.009, -0.150)  0.090
C (6.089, 0.046, 1.053)  -0.058
C (5.573, 1.331, 0.404)  -0.186
O (4.195, 1.461, 0.705)  -0.081
C (3.485, 2.489, 0.145)  -0.259
C (2.138, 2.554, 0.502)  -0.022
C (1.324, 3.534, -0.026)  -0.082
C (1.840, 4.467, -0.911)  -0.096
C (3.178, 4.413, -1.253)  -0.081
C (4.006, 3.431, -0.731)  -0.021
C (0.089, -1.172, -0.970)  -0.114
C (-0.901, -0.238, -0.283)  -0.168
C (-4.179, 1.028, 0.315)  -0.002
C (-5.353, 0.990, -0.421)  -0.235
C (-5.942, 2.251, -0.975)  -0.049
H (-7.572, -1.370, -1.499)  0.075
H (-7.093, 0.051, -2.435)  0.082
H (-8.028, 0.250, -0.958)  0.083
H (-5.872, -2.339, -0.266)  0.113
H (-2.588, -2.680, 0.961)  0.068
H (-3.726, -2.598, 2.299)  0.086
H (-4.169, -3.478, 0.833)  0.076
H (-2.493, -0.439, 2.642)  0.127
H (-2.066, 1.056, 1.780)  0.124
H (0.375, 0.202, 2.022)  0.114
H (-0.373, -1.173, 2.864)  0.124
H (1.849, -1.785, 1.930)  0.117
H (0.548, -2.748, 1.212)  0.127
H (1.837, -0.299, -0.079)  0.134
H (2.822, -4.856, -2.333)  0.097
H (5.096, -3.713, -1.327)  0.089
H (3.769, -0.518, 0.513)  0.119
H (7.178, 0.066, 1.083)  0.126
H (5.710, -0.013, 2.076)  0.130
H (6.120, 2.196, 0.802)  0.135
H (5.725, 1.285, -0.682)  0.139
H (1.754, 1.829, 1.204)  0.095
H (0.282, 3.572, 0.256)  0.103
H (1.203, 5.233, -1.327)  0.101
H (3.592, 5.140, -1.935)  0.106
H (5.047, 3.415, -1.013)  0.105
H (-0.348, -2.164, -1.077)  0.113
H (0.333, -0.794, -1.963)  0.124
H (-0.469, 0.779, -0.221)  0.121
H (-1.819, -0.181, -0.871)  0.126
H (-3.697, 1.983, 0.480)  0.113
H (-6.014, 2.198, -2.061)  0.082
H (-6.948, 2.409, -0.585)  0.082
H (-5.331, 3.111, -0.711)  0.074



B:
This record from the Open Molecules 2025 dataset describes C27H34N4O2 as an isolated structure. The level of theory is ωB97M-V/def2-TZVPD.

Values from the calculation:
Orbital gap in eV: 7.46

Last column: Löwdin charge in e.
Cartesian coordinates (Å):
C (-0.907, 5.114, 2.568)  -0.053
C (-0.845, 3.554, 2.070)  -0.128
O (0.127, 3.373, 0.923)  -0.121
C (-0.313, 3.848, -0.273)  -0.129
C (-1.776, 4.293, -0.655)  0.027
C (-1.837, 4.722, -1.883)  -0.121
C (-0.790, 4.710, -2.722)  -0.167
C (0.398, 4.206, -2.655)  -0.069
C (0.705, 3.877, -1.334)  -0.112
C (2.084, 3.286, -0.848)  -0.190
N (2.474, 1.938, -1.153)  -0.102
C (1.498, 1.189, -0.287)  -0.163
C (1.765, -0.370, -0.118)  -0.124
H (1.480, -0.972, 0.515)  0.003
H (2.926, -0.383, 0.065)  0.174
C (1.924, -0.829, -1.466)  -0.423
N (2.238, -2.300, -1.482)  -0.022
C (1.650, -3.356, -1.207)  -0.382
C (2.546, -4.576, -1.538)  0.076
C (3.823, -3.837, -1.775)  -0.105
N (3.529, -2.523, -2.011)  0.042
H (4.822, -4.225, -1.995)  0.091
H (2.415, -5.491, -1.286)  -0.017
N (0.451, -3.283, -0.838)  0.137
C (-0.503, -4.456, -0.904)  -0.168
O (-0.036, -5.652, -0.582)  -0.028
C (-2.064, -4.086, -0.209)  -0.112
H (-2.407, -4.470, -1.317)  0.158
H (-2.012, -2.919, -0.122)  0.123
C (-2.405, -4.832, 1.006)  -0.246
H (-3.450, -4.678, 0.906)  0.112
H (-2.324, -5.844, 0.734)  0.110
C (-1.680, -4.324, 2.183)  -0.102
C (-2.060, -2.795, 2.461)  -0.142
C (-3.245, -2.311, 2.827)  -0.101
C (-3.246, -1.041, 2.833)  -0.299
C (-2.509, -0.123, 2.568)  -0.092
C (-0.962, -0.531, 2.504)  0.022
C (-0.888, -1.888, 2.151)  -0.022
H (0.207, -2.152, 1.863)  0.125
H (-0.303, 0.088, 2.314)  -0.021
H (-2.363, 1.120, 2.941)  0.173
H (-4.409, -0.537, 3.284)  0.197
H (-4.086, -2.992, 3.082)  0.154
H (-2.115, -4.747, 2.948)  0.059
H (-0.711, -4.652, 2.158)  0.101
H (-0.187, -2.515, -0.816)  0.109
C (2.601, -0.141, -2.370)  -0.176
C (2.194, 1.385, -2.535)  -0.114
H (1.234, 1.611, -2.782)  0.074
H (2.818, 2.030, -3.098)  0.105
H (3.730, -0.108, -2.273)  0.137
H (2.582, -0.565, -3.635)  0.215
H (0.816, -0.940, -1.767)  0.178
H (0.449, 1.017, -0.282)  0.104
H (1.798, 1.474, 0.963)  0.194
H (2.781, 3.838, -1.516)  0.114
H (2.374, 3.645, 0.201)  0.146
H (1.341, 4.125, -3.329)  0.164
H (-0.821, 4.754, -3.710)  0.070
H (-2.912, 4.912, -2.263)  0.152
H (-2.290, 4.335, 0.137)  0.010
H (-1.855, 3.238, 1.746)  0.106
H (-0.368, 3.264, 2.956)  0.085
H (-1.408, 5.766, 1.798)  0.072
H (-0.020, 5.509, 2.867)  0.020
H (-1.673, 5.227, 3.461)  0.113



Energy relative to the most stable one, in hartree: A 0.0000; B 0.8388